Formula: C24H14AuBrF4N2PSe
Source: the OMol25 dataset
Level of theory: ωB97M-V/def2-TZVPD

Geometry (Å):
Au: -0.12 1.21 0.43
F: 5.03 -2.90 -2.58
C: 3.92 -2.45 -2.03
C: 2.75 -3.16 -2.15
F: 2.73 -4.30 -2.82
C: 1.61 -2.68 -1.55
F: 0.52 -3.44 -1.69
C: 1.57 -1.49 -0.85
P: -0.02 -0.99 -0.10
C: -1.27 -1.09 -1.43
C: -2.59 -1.38 -1.11
C: -3.57 -1.31 -2.10
C: -3.23 -0.95 -3.39
C: -1.91 -0.64 -3.71
C: -0.93 -0.71 -2.73
C: -0.33 -2.25 1.14
C: -1.08 -3.40 0.88
C: -1.24 -4.34 1.88
C: -0.65 -4.15 3.13
C: 0.09 -3.00 3.39
C: 0.24 -2.05 2.39
C: 2.78 -0.79 -0.72
Br: 3.01 0.79 0.29
C: 3.94 -1.27 -1.31
F: 5.10 -0.63 -1.20
H: -2.87 -1.66 -0.10
H: -4.60 -1.55 -1.85
H: -4.00 -0.90 -4.16
H: -1.65 -0.35 -4.72
H: 0.10 -0.47 -2.99
H: -1.53 -3.56 -0.09
H: -1.82 -5.24 1.69
H: -0.78 -4.89 3.91
H: 0.54 -2.85 4.36
H: 0.81 -1.14 2.59
Se: -1.72 3.79 -0.88
N: -0.56 3.26 0.38
C: -0.18 4.32 1.07
C: 0.75 4.32 2.15
C: 1.03 5.50 2.75
C: 0.41 6.74 2.33
C: -0.48 6.78 1.32
C: -0.81 5.55 0.65
N: -1.66 5.46 -0.36
H: 1.21 3.40 2.48
H: 1.73 5.53 3.57
H: 0.67 7.65 2.85
H: -0.95 7.70 1.00

Summary:
net charge	+1
2S+1	1
HOMO-LUMO gap	7.78	eV
E_LUMO	-4.10	eV